Formula: C3H3NO
Source: the OMol25 dataset
Level of theory: ωB97M-V/def2-TZVPD

Structure (XYZ):
```
8
Properties=species:S:1:pos:R:3
O -1.257 0.234 -0.402
N 0.778 0.510 0.815
C -0.316 1.082 0.840
C 0.843 -0.500 -0.137
C -0.330 -0.602 -0.794
H 1.583 -1.269 -0.116
H -0.814 1.893 1.377
H -0.441 -1.349 -1.583
```

Values from the calculation:
total charge = 0
SMILES string = c1cocn1
energy = -6695.042 eV
HOMO level = -9.04 eV
HOMO-LUMO gap = 0.373 Ha